(1)
ORCA calculation (ωB97M-V with the def2-TZVPD basis set) on a molecular structure, C8H22I2N5NiS5Sb at a distorted geometry.

```
! RIJCOSX wB97M-V def2-TZVPD def2/J DEFGRID3
* xyz 0 3
Ni 0.10151 0.76721 0.36854
S 2.08178 1.10896 1.85756
Sb 2.00911 3.56806 2.17843
S 1.78025 4.50498 -0.07544
S -1.19431 2.72584 0.94444
S -0.37330 3.83206 2.43180
N 0.80629 -1.21960 -0.00228
C 0.94251 -1.54225 -1.46159
C 1.79759 -0.51979 -2.16511
C 1.13341 0.85139 -2.49420
N 1.14987 1.64735 -1.21457
C -0.28686 0.60465 -2.98218
C -1.19418 -0.39685 -2.25093
N -1.54576 0.29448 -0.94305
C -0.51299 -1.72648 -1.95011
H 3.02893 4.36204 -0.46546
H 1.68900 -1.15502 0.41639
H 0.21594 -1.87501 0.49310
H 1.38327 -2.57016 -1.57448
H 2.28820 -0.99509 -3.00531
H 2.62135 -0.20642 -1.59500
H 1.78930 1.34814 -3.22814
H 0.77534 2.58060 -1.32163
H 2.08142 1.58158 -0.84410
H -0.15876 0.20465 -3.99418
H -0.77741 1.53640 -3.13568
H -2.17503 -0.50603 -2.80434
H -2.43667 -0.16572 -0.65979
H -1.74741 1.26363 -1.18877
H -0.59532 -2.15346 -2.98950
H -1.05600 -2.51481 -1.37456
I -1.42659 3.88319 -1.36497
I -1.79380 4.72277 -4.01708
C 0.40374 -1.60577 4.43197
N -0.52684 -2.56997 3.84032
C -1.53766 -2.11692 3.13123
N -2.45740 -3.03761 2.73086
S -1.69935 -0.53497 2.59769
H 1.40781 -1.60501 3.91853
H 0.51068 -1.85801 5.52473
H -0.00925 -0.63069 4.47974
H -0.63562 -3.43681 4.30036
H -2.65866 -3.83137 3.29030
H -3.19813 -2.61414 2.16647
*
```

Summary:
- E_LUMO (alpha / beta) (eV) = -0.08 / -0.08
- E_HOMO (alpha / beta) (eV) = -7.26 / -7.27
- energy above the lowest of the compared OMol25 structures with the same formula, charge and spin (kcal per mole) = 0.0
- DFT total energy (eV) = -134066.236
- HOMO-LUMO gap (alpha / beta) (eV) = 7.2 / 7.2


(2)
ORCA calculation (ωB97M-V with the def2-TZVPD basis set) on a molecular structure, C8H22KN2O6S at a distorted geometry.

```
! RIJCOSX wB97M-V def2-TZVPD def2/J DEFGRID3
* xyz -1 1
K 15.54904 -2.09588 -10.48160
S 15.10467 -4.08853 -11.80730
O 13.96475 -3.48881 -11.20140
O 16.11737 -3.06648 -12.10606
O 15.76972 -5.00983 -10.90780
O 14.85456 -4.82296 -13.01146
C 16.86493 0.78035 -9.68275
C 16.76357 -0.28449 -8.54832
C 16.49273 0.60274 -7.25984
O 16.68096 -0.30166 -6.15482
C 16.33299 0.28914 -4.86313
N 15.59890 -1.12525 -8.87625
H 17.24826 0.33064 -10.59867
H 17.58899 1.58300 -9.54268
H 15.86809 1.12418 -9.95874
H 17.66294 -0.88019 -8.39213
H 15.50428 1.06133 -7.23212
H 17.14338 1.46804 -7.13339
H 16.53203 -0.44738 -4.08466
H 15.38438 0.81983 -4.78163
H 17.02773 1.03994 -4.48665
H 15.47499 -1.78630 -8.12275
H 14.82249 -0.49233 -8.74702
C 16.30787 -5.49083 -8.59638
C 16.23287 -3.96219 -8.80879
C 16.88698 -3.22526 -7.58868
O 15.74613 -3.23586 -6.67274
C 16.09775 -2.36437 -5.57195
N 16.83076 -3.68299 -10.07861
H 15.89272 -5.95363 -9.49169
H 15.73543 -5.84103 -7.73744
H 17.32334 -5.87981 -8.52139
H 15.18048 -3.73730 -8.98199
H 17.30074 -2.23179 -7.76162
H 17.70449 -3.81103 -7.16837
H 16.45415 -2.93276 -4.71287
H 15.18960 -1.81021 -5.33475
H 16.83265 -1.58882 -5.78770
H 16.50881 -4.19660 -10.88647
H 17.83651 -3.75333 -10.13894
*
```

Summary:
- E_LUMO (eV) = 1.99
- E_HOMO (eV) = -2.73
- energy above the lowest of the compared OMol25 structures with the same formula, charge and spin (kcal per mole) = 368.8
- DFT total energy (eV) = -51064.193
- HOMO-LUMO gap (eV) = 4.7


Which of these has the highest DFT total energy? C8H22KN2O6S


Which value of energy above the lowest of the compared OMol25 structures with the same formula, charge and spin does entry 1 give? 0.0 kcal per mole